A cluster of 14 separate species, C74H190N14O23 in total at a distorted geometry. Source: OMol25; level of theory: ωB97M-V with the def2-TZVPD basis set.

```
301
Properties=species:S:1:pos:R:3:forces:R:3
C 11.394592 -32.527110 3.659999 -0.9 -0.6 0.0
O 12.602360 -31.944110 3.429421 2.3 0.4 -0.5
C 12.636682 -30.656336 2.851269 0.1 0.1 0.9
C 12.052598 -29.617631 3.793106 0.6 0.8 0.2
N 11.910581 -28.357562 3.059480 0.2 -1.4 -0.5
C 10.593010 -28.365868 2.444960 -0.9 1.7 1.4
C 9.595684 -27.746424 3.557237 0.5 -0.5 0.7
O 10.362789 -27.144135 4.677779 -2.0 1.7 -1.4
C 10.582576 -25.714164 4.453876 1.3 -0.8 1.0
H 10.747271 -31.842684 4.208307 -0.5 -0.4 0.1
H 11.601387 -33.436028 4.224991 -0.2 0.1 0.3
H 10.944520 -32.857686 2.723924 -0.5 0.1 -0.2
H 12.182481 -30.564927 1.864636 -0.4 -0.4 -0.2
H 13.697781 -30.444530 2.719755 0.0 0.1 -0.1
H 12.720447 -29.475192 4.642687 0.3 0.0 0.0
H 11.103476 -29.898345 4.249702 -0.3 -0.3 -0.1
H 11.855790 -27.611892 3.738510 0.4 -0.1 0.1
H 10.180148 -29.342569 2.192567 0.4 0.0 -0.2
H 10.672441 -27.713989 1.574990 -0.7 -0.1 -0.1
H 8.965869 -28.427919 4.129069 0.5 -0.9 -0.3
H 8.790398 -27.156471 3.119559 0.7 1.0 -0.1
H 11.527212 -25.641715 3.914875 -0.4 0.4 -0.8
H 10.879260 -25.227069 5.382756 -0.5 -0.4 0.6
H 9.755770 -25.143978 4.030350 0.0 -0.6 -0.3
C 11.353878 -36.974007 7.573894 -1.7 -0.4 -0.2
O 10.438571 -37.366596 6.554712 0.6 -0.9 -1.6
C 9.072341 -37.003644 6.610850 1.2 0.9 1.2
C 8.254931 -37.466902 5.447628 0.4 0.0 0.1
N 8.858059 -37.009397 4.204127 0.5 -1.8 0.9
C 8.009017 -36.263623 3.366764 0.2 1.1 -0.6
C 8.624197 -36.045484 1.980581 -0.6 -2.0 -1.3
O 8.464703 -34.799867 1.401271 -0.6 1.2 -0.4
C 7.146180 -34.390839 0.899568 1.3 -0.7 0.6
H 12.365840 -37.162301 7.215310 -0.2 -0.1 0.1
H 11.054773 -37.610458 8.406707 0.7 0.2 0.6
H 11.240617 -35.920854 7.831061 0.0 0.2 0.1
H 9.111419 -35.914686 6.583512 -0.6 0.4 0.2
H 8.632020 -37.328015 7.553720 -0.2 -0.1 0.2
H 7.280627 -37.027079 5.660648 -0.2 0.4 -0.3
H 8.042904 -38.535559 5.481033 0.4 -0.3 -0.2
H 9.775199 -36.629626 4.390471 -0.1 0.2 -0.2
H 7.869233 -35.259368 3.766793 -0.4 0.5 0.1
H 7.039209 -36.760352 3.395497 -0.1 0.1 -0.5
H 8.334586 -36.785685 1.234705 -1.5 -0.5 0.0
H 9.639595 -36.420929 1.853643 0.9 1.2 1.2
H 7.355574 -33.989939 -0.092161 -0.2 0.6 0.3
H 6.742774 -33.715802 1.654337 -0.1 0.4 -0.5
H 6.404451 -35.173618 0.740868 0.3 -0.6 0.3
C 6.094098 -24.472200 -0.402694 -0.7 0.2 -0.8
O 6.034486 -23.419074 0.551348 0.0 -1.1 0.8
C 4.855823 -22.652264 0.378309 0.6 1.9 0.1
C 4.689572 -21.670979 1.571334 -1.5 0.2 -0.3
N 5.891944 -21.125110 2.141072 1.4 -0.3 -1.2
C 6.479346 -19.947348 1.403865 -1.6 2.2 1.6
C 5.426601 -18.810084 1.108450 0.7 0.9 0.0
O 5.959265 -17.541450 1.539536 2.0 -1.8 0.7
C 5.248432 -16.403579 1.277783 -0.7 0.0 -0.7
H 6.771777 -25.311284 -0.245217 0.5 0.6 0.9
H 6.338077 -24.035382 -1.371073 0.0 0.0 -0.3
H 5.113895 -24.941277 -0.487864 -0.2 0.0 -0.1
H 3.924195 -23.218103 0.379648 0.2 -0.4 -0.6
H 5.050925 -22.065592 -0.519391 -0.7 -0.1 -0.6
H 3.998676 -22.223617 2.208006 0.9 -0.2 1.3
H 4.053162 -20.793729 1.455065 -0.3 -0.2 -1.3
H 6.528168 -21.850057 1.841452 0.8 -0.4 1.0
H 7.167146 -20.056581 0.565349 -0.5 -0.8 -0.4
H 7.083298 -19.389175 2.119262 0.3 -0.4 0.3
H 4.500972 -18.840980 1.683214 -0.3 -0.9 -0.3
H 5.260186 -18.729319 0.034259 -0.5 -0.1 -0.2
H 4.222013 -16.474098 1.637749 -0.3 0.2 0.4
H 5.160971 -16.286615 0.197614 0.1 0.6 -0.3
H 5.785729 -15.586073 1.758511 -0.2 0.1 -0.2
C 18.715378 -36.606853 -0.122579 -1.1 -0.5 -1.3
O 17.954200 -37.002783 -1.284640 -0.6 -0.2 1.4
C 17.827421 -38.423251 -1.516091 -1.8 0.8 -1.9
C 16.326908 -38.917973 -1.913457 0.4 -0.4 2.1
N 15.510280 -39.389824 -0.726287 1.4 0.5 -1.6
C 15.414913 -38.260333 0.118498 -1.1 -0.6 3.7
C 14.309966 -38.512377 1.184277 1.7 0.6 -1.5
O 13.133238 -38.216648 0.521354 -1.9 -0.4 1.4
C 12.062518 -38.221458 1.507970 0.0 1.5 -2.2
H 19.752938 -36.867890 -0.330943 0.2 0.2 0.5
H 18.309317 -37.084291 0.769199 0.3 -0.2 0.1
H 18.533090 -35.535947 -0.032971 0.4 0.0 0.0
H 18.263147 -39.066691 -0.751737 0.1 0.1 0.0
H 18.324757 -38.412123 -2.485952 0.5 -1.3 0.1
H 16.401101 -39.797699 -2.552729 0.2 0.4 -0.4
H 15.732735 -38.103712 -2.328224 0.6 0.2 -0.7
H 14.572482 -39.587436 -1.044999 -0.1 -0.2 -0.3
H 15.162368 -37.295598 -0.321511 0.4 0.2 -0.3
H 16.266805 -38.233104 0.797932 0.8 0.5 -0.6
H 14.512415 -37.838249 2.016539 -0.3 0.2 0.3
H 14.355723 -39.544483 1.531805 -0.1 -0.2 0.1
H 11.983946 -39.170180 2.038866 0.0 0.3 0.2
H 11.189563 -37.943253 0.917498 -0.4 -0.9 0.0
H 12.148410 -37.287116 2.062718 0.5 -0.4 1.1
C 4.384253 -28.166899 2.209839 -0.2 -0.2 0.1
O 3.838699 -28.535395 0.892691 0.3 0.9 1.5
C 2.480282 -28.967961 0.855564 -0.4 1.0 2.7
C 2.205677 -29.799393 -0.287317 0.1 -1.2 -1.6
N 0.751957 -30.164626 -0.430744 2.1 -0.2 -0.3
C 0.655545 -31.316973 -1.344467 -2.4 0.2 0.4
C -0.865966 -31.522182 -1.701425 1.1 -0.5 1.9
O -1.415990 -30.418557 -2.328490 -0.3 0.3 -1.3
C -2.606851 -30.686413 -3.062576 0.5 0.2 -0.3
H 5.429551 -27.863441 2.151736 0.0 -0.3 -0.8
H 4.357539 -28.944124 2.973577 -0.1 -0.8 -0.5
H 3.928433 -27.359985 2.783616 -0.8 0.5 -0.8
H 1.742614 -28.166420 0.816992 0.2 0.7 0.6
H 2.308367 -29.602106 1.725279 -0.3 0.3 0.5
H 2.867308 -30.647696 -0.111998 -0.6 -0.8 -0.5
H 2.671763 -29.300993 -1.137298 -0.4 0.1 -0.7
H 0.253295 -29.392012 -0.848478 0.0 0.3 -0.1
H 0.905655 -32.185131 -0.734684 0.4 -0.2 -0.4
H 1.245000 -31.238476 -2.257968 0.2 0.0 0.0
H -1.380708 -31.621989 -0.745820 0.0 -0.2 0.5
H -1.024642 -32.495943 -2.164791 0.1 0.1 -0.8
H -2.497453 -31.529179 -3.745135 0.3 -0.3 0.1
H -2.773939 -29.829836 -3.715612 -0.2 0.1 0.3
H -3.473104 -30.888296 -2.432539 0.0 0.2 0.2
C 12.021031 -25.357073 1.067111 -0.3 -1.2 1.2
O 10.751715 -25.018647 1.606489 -0.1 1.5 -0.1
C 10.324440 -23.699745 1.180014 0.0 -1.2 -0.4
C 9.121397 -23.188396 1.949984 0.8 -0.3 -0.4
N 9.562224 -22.616715 3.191949 0.3 0.4 -0.3
C 8.744140 -21.674634 3.913389 0.7 -0.3 1.2
C 9.583506 -21.292168 5.180474 -1.1 -1.5 -2.0
O 9.937618 -22.581579 5.740621 -1.3 0.7 2.1
C 8.954051 -23.044620 6.742200 1.1 -0.2 0.2
H 12.307051 -26.116663 1.794642 0.8 -0.3 -0.3
H 12.784680 -24.579322 1.074783 -0.3 0.4 0.0
H 11.988540 -25.836664 0.088833 -0.3 0.2 -0.3
H 10.042786 -23.899291 0.146112 0.1 0.8 -0.5
H 11.165302 -23.019929 1.317491 0.0 0.2 -0.4
H 8.423332 -24.024870 1.916819 -0.5 -0.3 0.8
H 8.604928 -22.440705 1.348059 0.2 0.3 0.0
H 10.047719 -23.223082 3.837480 -0.2 -0.2 -0.3
H 7.846063 -22.176959 4.272866 -0.7 0.5 -0.1
H 8.567158 -20.768734 3.333627 -0.4 -0.1 -0.1
H 9.002753 -20.651951 5.844509 0.3 -0.1 0.2
H 10.438586 -20.793490 4.724132 0.5 -0.1 0.8
H 8.571460 -22.279216 7.417398 0.1 0.6 -0.4
H 9.449642 -23.730616 7.429148 0.5 -0.1 -0.2
H 8.095399 -23.621736 6.399030 0.1 0.2 -0.9
C 7.096281 -28.192658 6.845239 0.0 -1.1 -1.2
O 6.266024 -27.845548 5.715366 -0.2 0.5 0.5
C 6.686966 -26.662209 5.060371 0.4 1.0 0.3
C 5.832243 -25.369040 5.122369 0.0 -1.7 0.9
N 5.421688 -25.098763 6.502565 -0.1 1.3 0.2
C 5.269292 -23.648960 6.797004 -0.2 -0.6 -0.2
C 5.251618 -23.279586 8.277108 0.4 0.7 -0.7
O 6.283949 -23.821841 9.042958 -0.1 -1.3 -0.1
C 5.768684 -24.826131 9.870649 2.1 -1.3 0.9
H 7.392513 -27.384900 7.514482 -0.4 0.1 -0.1
H 7.989321 -28.676975 6.450250 0.6 0.4 -0.1
H 6.634117 -29.034979 7.359996 -0.5 0.5 0.3
H 6.885665 -26.757235 3.992848 -0.1 -0.9 -0.1
H 7.643306 -26.376385 5.498333 0.3 0.0 0.0
H 4.978412 -25.443841 4.448954 -0.3 0.1 0.2
H 6.534037 -24.673733 4.661788 0.0 0.7 0.1
H 6.115032 -25.435069 7.155469 0.3 -0.3 -0.1
H 4.277221 -23.331916 6.475471 0.1 0.2 -0.6
H 6.038660 -23.086161 6.268375 0.0 0.3 -0.1
H 4.270833 -23.566041 8.656720 0.0 0.3 0.4
H 5.494173 -22.223599 8.396190 -1.0 0.4 -0.5
H 5.193215 -25.626293 9.405160 -1.0 0.7 -0.3
H 5.415422 -24.397348 10.808447 -0.7 -0.2 -0.1
H 6.625516 -25.446504 10.133479 0.5 0.2 0.5
C 17.306401 -35.388933 2.878337 -0.5 0.5 -0.2
O 16.751114 -34.088978 2.764781 1.0 0.5 0.2
C 16.441933 -33.663219 1.459340 -0.5 0.1 -0.5
C 15.076918 -34.206180 1.093116 0.0 -0.8 0.3
N 14.379305 -33.444274 0.075922 -1.0 -0.8 0.4
C 12.907839 -33.697191 0.093250 -0.3 1.2 -1.1
C 12.295577 -33.000557 -1.165732 1.1 -2.1 -0.4
O 11.626863 -31.831640 -0.949012 -0.5 1.3 0.2
C 10.319922 -31.960139 -0.334230 1.6 0.2 -0.7
H 18.301902 -35.497467 2.447890 0.2 0.3 -0.1
H 16.645715 -36.066864 2.337965 0.0 -0.6 0.3
H 17.364640 -35.588367 3.948353 -0.1 -0.3 -0.2
H 17.184919 -33.907829 0.700226 0.3 -0.4 0.1
H 16.399843 -32.575226 1.408504 0.0 0.2 0.6
H 14.563375 -34.339411 2.045279 -0.5 0.7 0.3
H 15.179684 -35.251179 0.800697 0.0 -0.1 -0.7
H 14.418769 -32.467393 0.329382 0.4 0.3 0.0
H 12.431723 -33.197411 0.936835 0.1 -0.1 0.5
H 12.574132 -34.734845 0.096953 0.8 -0.2 0.1
H 11.697808 -33.722719 -1.721846 -0.6 -0.2 0.1
H 13.117735 -32.854001 -1.866220 0.2 0.6 0.1
H 10.443891 -31.390028 0.586479 -0.9 -0.2 0.2
H 10.127396 -33.023177 -0.189393 -0.4 0.1 0.4
H 9.632196 -31.514809 -1.053126 -0.3 0.0 0.4
C 4.236746 -30.284409 -4.005791 0.6 0.8 0.4
O 5.021269 -29.224213 -4.444944 0.7 2.9 -0.3
C 5.966265 -28.604934 -3.505169 0.7 -2.0 0.8
C 5.482138 -28.331447 -2.005913 -1.3 0.0 -3.3
N 5.574224 -29.445563 -1.097096 0.1 0.4 -0.5
C 6.745895 -29.309376 -0.275799 0.7 -1.1 0.7
C 6.907643 -30.540380 0.670414 1.5 0.9 0.5
O 7.848797 -30.181300 1.773984 -1.6 0.6 -1.1
C 7.604970 -30.843180 2.997733 -0.4 -0.8 -0.7
H 4.959617 -31.001111 -3.616070 -0.7 -0.8 0.2
H 3.655320 -30.585443 -4.877243 0.1 -0.4 0.2
H 3.556082 -29.890088 -3.251264 -0.2 -0.6 0.4
H 6.474371 -27.758252 -3.966773 -0.9 0.3 -0.2
H 6.777377 -29.333079 -3.506385 0.3 -0.1 0.6
H 4.441833 -28.126147 -2.258325 -0.6 -0.2 0.5
H 5.773001 -27.337258 -1.666655 0.8 -0.1 0.4
H 4.738995 -29.418491 -0.529851 0.4 0.0 0.3
H 6.840187 -28.358270 0.248224 -0.4 0.2 0.6
H 7.623310 -29.295311 -0.922361 0.1 -0.1 -0.2
H 7.359478 -31.323154 0.061143 0.2 -0.2 0.1
H 5.997615 -30.995245 1.061626 -0.3 0.6 0.2
H 6.586028 -30.853629 3.384708 -0.6 0.6 -0.4
H 8.165560 -30.367881 3.802674 0.6 -0.4 -0.3
H 7.775991 -31.893499 2.761767 0.7 -0.4 0.9
C 13.387199 -23.599884 5.266231 -0.7 0.5 0.0
C 13.712290 -22.377780 6.135982 -0.2 -0.2 0.9
C 12.843844 -22.228385 7.455111 1.0 -0.6 -1.6
O 13.300923 -21.120176 8.182657 -0.5 0.8 0.1
C 12.640481 -20.953776 9.415405 0.4 0.1 1.0
N 15.082358 -22.590008 6.549318 0.5 -0.7 1.2
H 13.480393 -24.555290 5.782582 0.3 0.2 0.4
H 14.112481 -23.577091 4.452880 -0.2 -0.2 -0.2
H 12.369118 -23.612829 4.877069 0.0 0.4 -0.3
H 13.802662 -21.444669 5.579887 -1.4 0.2 -0.4
H 13.095154 -23.138686 7.999446 -0.4 -0.3 0.3
H 11.774455 -22.134103 7.266393 0.0 -0.2 -0.2
H 13.018083 -21.674979 10.140238 0.3 -0.1 0.2
H 11.559549 -21.053133 9.514529 -0.4 -0.3 -1.1
H 12.814215 -19.949852 9.802763 0.5 0.0 -0.2
H 15.280369 -21.979468 7.329154 0.5 0.2 -0.2
H 15.715363 -22.484489 5.769410 0.2 0.3 0.3
C 13.878243 -27.164582 -1.923251 -0.6 0.9 0.6
C 13.631876 -28.565167 -1.320371 0.6 1.0 1.7
C 14.707028 -28.794708 -0.202929 1.2 -0.8 -1.9
O 14.881163 -27.870022 0.906695 -0.3 -2.1 -2.2
C 16.033188 -28.264491 1.648811 -0.4 1.9 0.6
N 12.364741 -28.708865 -0.639643 -1.0 1.4 -1.1
H 14.921286 -26.957155 -2.162290 0.0 -0.5 -0.4
H 13.665869 -26.357849 -1.221699 0.0 -0.3 0.8
H 13.215629 -26.801552 -2.708902 0.0 -0.9 -0.6
H 13.725982 -29.308815 -2.111722 0.3 -0.2 0.2
H 15.588943 -28.882941 -0.837385 1.1 0.7 0.4
H 14.640906 -29.839103 0.101950 -0.6 -0.1 0.8
H 16.044506 -27.393054 2.303468 0.7 -0.3 0.6
H 16.966420 -28.260185 1.085640 -0.1 -0.1 -0.5
H 15.991188 -29.175808 2.245325 -0.6 -0.2 -0.2
H 12.132662 -29.662695 -0.402083 0.3 0.0 0.2
H 12.498410 -28.098965 0.154253 -0.8 -0.4 0.7
C 10.506612 -30.413194 8.300842 1.8 -1.7 -0.5
C 11.380047 -31.623063 7.675317 -1.1 1.3 -0.5
C 12.569720 -32.030555 8.521888 0.7 1.5 0.9
O 13.295996 -33.243702 8.185842 -2.8 1.6 2.1
C 14.289197 -33.158245 7.269688 1.4 -0.5 -2.3
N 10.600687 -32.791239 7.492448 -1.3 -1.4 -0.3
H 9.963760 -30.827622 9.150349 -0.1 0.1 0.1
H 9.803335 -29.967852 7.597165 0.2 -0.2 -0.1
H 11.207668 -29.654173 8.647999 -0.1 0.2 0.1
H 11.602390 -31.423440 6.627078 0.8 0.9 0.1
H 12.150713 -32.081243 9.526854 0.1 -1.0 0.2
H 13.179325 -31.136415 8.652269 1.0 -0.1 -0.4
H 14.165275 -32.415607 6.481516 -0.3 0.3 0.0
H 14.265965 -34.119018 6.755410 0.3 -0.1 -0.2
H 15.306999 -33.047922 7.643880 0.0 0.2 0.6
H 11.351732 -33.448592 7.337828 -0.4 -1.0 -0.3
H 10.161636 -33.085933 8.352963 -0.2 -0.1 0.3
C 9.412401 -26.357143 -3.241874 -0.8 2.3 -2.4
C 9.348101 -27.237829 -4.465299 0.7 -1.6 0.6
C 10.513634 -27.111825 -5.453750 0.0 -0.6 0.3
O 10.561164 -28.320433 -6.306032 -0.2 1.9 -0.4
C 11.426014 -28.120451 -7.427776 0.7 0.9 0.4
N 9.437560 -28.528671 -3.834332 0.0 -1.7 0.3
H 8.391719 -26.292495 -2.864870 0.4 -0.7 1.1
H 9.435962 -25.375855 -3.715810 0.8 0.8 0.6
H 10.284886 -26.590316 -2.631550 -0.5 0.3 0.4
H 8.353854 -27.161971 -4.905552 0.2 0.3 -0.6
H 11.450744 -27.085215 -4.897679 0.2 -0.2 0.4
H 10.528797 -26.130591 -5.928137 -0.4 -0.2 -1.0
H 11.602793 -27.056790 -7.587431 -0.4 0.2 -0.2
H 11.101789 -28.521415 -8.388087 -0.6 -0.4 0.4
H 12.442450 -28.464580 -7.236669 0.0 -0.6 0.2
H 9.874806 -29.212857 -4.435013 -0.2 -0.2 -0.2
H 10.063243 -28.417907 -3.049253 0.1 -0.4 0.2
C 9.421307 -26.774899 9.155766 1.6 0.6 0.5
C 10.364443 -25.839880 10.004129 -0.1 -1.4 -0.4
C 10.514490 -26.295773 11.470551 -0.3 0.9 -1.1
O 11.107551 -25.225549 12.223839 -1.2 -0.5 -1.4
C 11.546954 -25.669280 13.466812 0.5 -0.1 -0.2
N 11.678326 -25.801708 9.323963 -0.8 1.4 0.2
H 9.391553 -26.442836 8.118002 -0.3 0.5 0.1
H 8.424077 -26.925922 9.569092 0.2 -0.1 0.0
H 10.017173 -27.680616 9.043035 -0.5 -0.6 0.3
H 9.940418 -24.838082 10.072838 0.2 0.2 -0.3
H 11.142373 -27.186555 11.489570 0.1 -0.2 0.2
H 9.494187 -26.539661 11.766492 0.0 0.0 0.9
H 10.750516 -26.166152 14.020803 -0.1 0.1 0.3
H 11.940523 -24.785651 13.969206 0.0 -0.3 0.3
H 12.331726 -26.397912 13.263477 0.4 -0.2 0.5
H 12.236172 -26.639577 9.406961 -0.3 -0.4 0.2
H 12.149145 -25.091557 9.866282 0.7 0.2 -0.2
```
Forces are in eV/Å.

Lowest unoccupied orbital energy, eV: 0.531
HOMO-LUMO gap, eV: 8.721
Energy relative to the best compared isomer or geometry (same formula, charge and spin), kcal per mole: 208.47
Highest occupied orbital energy, eV: -8.191
Total charge: 0